<1>
Computed, not measured: a cluster of 3 separate species, C5H13NO2 in total, with ωB97M-V/def2-TZVPD.

M	119.2	g/mol
LUMO energy (spin up / spin down)	3.9 / 2.1	eV
expectation value of S²	0.756
spin multiplicity	2
total charge	-1
orbital gap (spin up / spin down)	0.2793 / 0.2071	Ha
HOMO level (spin up / spin down)	-3.7 / -3.5	eV

```
21
Properties=species:S:1:pos:R:3:lowdin_spin:R:1
C 1.27 -0.22 -0.74 0.122
O 2.58 -0.29 -0.60 0.696
C 0.50 -1.36 0.02 0.051
C -0.97 -0.96 0.25 0.003
C -1.62 -0.46 -1.02 0.001
C -2.24 0.73 -1.03 0.000
O -0.25 1.07 2.08 0.036
N 1.06 -1.51 1.42 0.015
H 0.90 -0.21 -1.79 0.005
H 0.80 0.69 -0.27 0.067
H 0.69 -0.71 1.93 0.000
H 2.38 2.87 -0.69 0.000
H -1.50 -1.90 0.47 0.001
H -0.95 -0.20 1.03 -0.001
H -1.77 -1.16 -1.84 0.000
H 1.64 3.04 -0.57 0.000
H -2.94 1.03 -1.80 0.000
H -2.13 1.34 -0.14 0.000
H -0.09 1.93 2.46 -0.001
H 0.59 -2.35 -0.45 0.004
H 2.05 -1.38 1.28 0.000
```


<2>
Computed, not measured: a cluster of 2 separate species, C5H13NO2 in total, with ωB97M-V/def2-TZVPD.

M	119.2	g/mol
LUMO energy (spin up / spin down)	3.7 / 3.6	eV
expectation value of S²	0.750
spin multiplicity	2
total charge	-1
orbital gap (spin up / spin down)	0.0935 / 0.3626	Ha
HOMO level (spin up / spin down)	1.1 / -6.3	eV

```
21
Properties=species:S:1:pos:R:3:lowdin_spin:R:1
C -2.22 -0.19 -0.53 0.177
C -0.88 0.66 -0.53 0.061
N 0.12 0.12 0.19 0.014
C 0.19 -1.32 0.37 0.127
C 1.63 -1.68 -0.08 0.086
C 1.80 -3.24 -0.30 0.144
O -0.94 1.81 -0.91 0.011
H -2.16 -1.26 -1.12 0.070
H -2.96 0.29 -1.00 0.016
H -2.45 -0.47 0.46 0.039
H 0.93 0.75 0.31 0.007
H -0.58 -1.85 -0.19 0.035
H 0.05 -1.59 1.46 0.046
H 2.43 -1.34 0.66 0.019
H 1.91 -1.24 -1.02 0.018
H 1.29 -3.48 -1.34 0.042
H 2.93 -3.52 -0.38 0.019
H 1.11 -3.81 0.40 0.034
H 0.84 3.74 0.95 0.009
H -0.63 3.53 1.00 0.006
O 0.10 3.70 1.53 0.022
```


<3>
Computed, not measured: a cluster of 3 separate species, C5H13NO2 in total, with ωB97M-V/def2-TZVPD.

M	119.2	g/mol
LUMO energy (spin up / spin down)	3.3 / 3.0	eV
expectation value of S²	0.782
spin multiplicity	2
total charge	-1
orbital gap (spin up / spin down)	0.2717 / 0.2600	Ha
HOMO level (spin up / spin down)	-4.0 / -4.1	eV

```
21
Properties=species:S:1:pos:R:3:lowdin_spin:R:1
N -1.32 -0.19 -1.62 0.028
C -0.73 -0.64 -0.35 0.046
C 0.71 -1.01 -0.48 0.363
C 1.73 -0.26 0.07 0.036
C 3.09 -0.35 -0.06 0.385
C 4.04 0.29 0.92 0.064
H -0.63 0.39 -2.10 0.001
H -0.83 0.10 0.45 0.000
H -1.32 -1.49 0.02 0.014
H 0.97 -1.72 -1.28 0.016
H 1.34 0.51 0.74 -0.006
H 3.51 -1.05 -0.79 0.019
H 3.70 1.28 1.19 0.008
H 5.05 0.27 0.52 0.001
H 3.99 -0.30 1.84 0.022
H -4.14 -0.65 1.00 0.000
H -1.99 0.51 -1.30 0.003
O -3.32 -0.25 1.26 0.001
H -3.22 0.73 0.81 0.000
H -2.66 2.64 0.43 0.000
O -2.86 1.82 -0.03 0.001
```


<4>
Computed, not measured: a cluster of 3 separate species, C5H13NO2 in total, with ωB97M-V/def2-TZVPD.

M	119.2	g/mol
LUMO energy (spin up / spin down)	3.3 / 3.2	eV
expectation value of S²	0.754
spin multiplicity	2
total charge	-1
orbital gap (spin up / spin down)	0.2445 / 0.2418	Ha
HOMO level (spin up / spin down)	-3.3 / -3.3	eV

```
21
Properties=species:S:1:pos:R:3:lowdin_spin:R:1
C 0.67 -0.07 1.13 0.000
C 0.95 0.37 -0.32 0.001
C -0.40 0.15 -1.10 0.074
C -1.30 1.34 -1.15 0.610
O -2.81 0.46 0.71 0.149
N 2.05 -0.24 -1.25 0.006
C 2.90 -0.37 -0.30 -0.001
O -1.36 -1.96 1.34 0.007
H 1.41 0.22 1.89 0.000
H 0.71 -1.16 1.08 0.000
H -0.32 0.14 1.50 0.000
H 1.06 1.46 -0.39 0.001
H -0.08 -0.09 -2.12 0.023
H -0.90 -0.73 -0.69 0.014
H -1.91 1.30 -2.05 0.026
H -0.95 2.36 -0.97 0.037
H -2.19 0.96 0.08 0.050
H -1.93 -2.70 1.57 0.000
H 3.85 0.21 -0.28 0.000
H 2.94 -1.23 0.38 0.000
H -2.40 -0.42 0.92 0.004
```


Of them, <4> has the lowest stability.


<1>
Computed, not measured: a structure of composition C2H5ClN2, with ωB97M-V/def2-TZVPD.

M	92.5	g/mol
LUMO energy	0.2	eV
total charge	0
orbital gap	0.3355	Ha
HOMO level	-9.0	eV

```
10
Properties=species:S:1:pos:R:3:lowdin_charge:R:1
C 0.25 0.94 -0.09 -0.223
C 1.10 -0.30 -0.05 -0.581
H -2.80 -0.08 0.81 0.229
H -1.20 -1.33 -0.25 0.168
H 0.66 1.91 -0.20 0.077
H 0.91 -0.73 0.86 0.021
H 1.18 -1.15 -0.84 0.097
N -1.90 -0.26 -0.14 -0.106
N -1.07 0.82 -0.07 -0.181
Cl 2.86 0.19 -0.03 0.499
```


<2>
Computed, not measured: a structure of composition C2H5ClN2, with ωB97M-V/def2-TZVPD.

M	92.5	g/mol
LUMO energy	-0.4	eV
total charge	0
orbital gap	0.3312	Ha
HOMO level	-9.5	eV

```
10
Properties=species:S:1:pos:R:3:lowdin_charge:R:1
C 0.44 -0.85 -0.20 -0.736
C 0.51 -0.02 0.89 -0.454
H -0.92 -1.77 -1.55 0.179
H -1.69 -1.23 0.27 0.124
H 0.94 -1.30 -2.25 0.118
H 1.83 0.06 1.16 0.195
H -0.16 -0.66 1.80 0.152
N -0.82 -1.55 -0.36 -0.009
N 1.38 -0.90 -1.19 0.047
Cl -0.57 1.60 0.43 0.383
```


<3>
Computed, not measured: a structure of composition C2H5ClN2, with ωB97M-V/def2-TZVPD.

M	92.5	g/mol
LUMO energy	0.3	eV
total charge	0
orbital gap	0.3644	Ha
HOMO level	-9.6	eV

```
10
Properties=species:S:1:pos:R:3:lowdin_charge:R:1
C -0.37 -0.28 0.79 -0.333
C -0.77 -0.64 -0.50 -0.647
H 2.27 1.43 0.38 0.092
H 0.46 1.75 -0.29 0.215
H -0.99 -0.62 1.64 0.122
H -1.41 0.11 -1.02 0.089
H 0.22 -0.83 -0.85 0.046
N 1.47 0.89 -0.17 -0.053
N 0.72 0.31 1.02 -0.086
Cl -1.60 -2.12 -1.01 0.554
```


Of them, <1> has the lowest stability.